Entry 1:
C22H21N7ORu | wB97M-V/def2-TZVPD

Calculated values
Orbital gap (spin up / spin down) ... 8.83 / 5.23 eV
Energy ... -1402.8830 hartree
Relative energy (zero: lowest compared OMol25 entry of this formula, charge and spin) ... 0.0 kcal/mol
Maximum force ... 0.20 eV/A
Expectation value of S² ... 6.040

The geometry in ORCA input format:
```
! RIJCOSX wB97M-V def2-TZVPD def2/J DEFGRID3
* xyz 4 5
Ru 0.1646 0.8708 0.4317
C 0.9752 3.7457 -0.0011
N -0.2353 2.9683 0.3712
C -1.4295 3.2367 -0.4837
C -2.2970 2.0124 -0.4844
N -1.9062 0.8323 -0.0320
C -2.9975 -0.0349 -0.2382
C -3.2352 -1.3532 0.1242
C -4.5138 -1.9213 -0.2188
C -5.5078 -1.1871 -0.8619
C -5.2922 0.1342 -1.1823
C -4.0202 0.6921 -0.8435
N -3.5580 1.9684 -0.9794
C 2.1919 2.9668 0.3795
N 2.1560 1.6120 0.5344
C 3.4397 1.2279 0.7546
C 4.0035 -0.0739 0.9437
C 5.3462 -0.1554 1.1522
C 6.1558 1.0148 1.1750
C 5.6178 2.3225 0.9694
C 4.2752 2.3823 0.7612
N 3.4097 3.4537 0.5186
H 0.9814 4.7448 0.4403
H 0.9997 3.8675 -1.0884
H -0.4847 3.2256 1.3283
H -1.1012 3.4436 -1.5047
H -1.9861 4.1091 -0.1335
H -2.5525 -1.9313 0.7289
H -4.6906 -2.9554 0.0454
H -6.4523 -1.6573 -1.1002
H -6.0504 0.7356 -1.6700
H -4.0746 2.7536 -1.3617
H 3.3809 -0.9560 0.9026
H 5.8242 -1.1150 1.2972
H 7.2221 0.9181 1.3462
H 6.2652 3.1911 0.9818
H 3.6764 4.4310 0.4479
N -1.2276 -4.9060 -2.1270
C -1.4375 -3.7513 -1.5151
O -2.4386 -3.0448 -1.6802
C -0.4182 -3.2444 -0.5235
C 0.1761 -3.9895 0.4834
C 0.8608 -3.3163 1.4926
C 0.9072 -1.9388 1.4760
N 0.3661 -1.2119 0.4743
C -0.2576 -1.8680 -0.5111
H -1.9236 -5.2550 -2.7736
H -0.3513 -5.4010 -2.0717
H 0.0707 -5.0674 0.5242
H 1.3140 -3.8571 2.3123
H 1.3629 -1.3891 2.2907
H -0.7032 -1.2796 -1.3019
*
```

---

Entry 2:
C2H3N3O | wB97M-V/def2-TZVPD

Calculated values
Orbital gap ... 10.86 eV
Energy ... -317.4748 hartree
Relative energy (zero: lowest compared OMol25 entry of this formula, charge and spin) ... 36.1 kcal/mol
Maximum force ... 2.02 eV/A

The geometry in ORCA input format:
```
! RIJCOSX wB97M-V def2-TZVPD def2/J DEFGRID3
* xyz 0 1
N -1.2669 -1.2190 0.5098
C -0.4213 -0.1823 0.4125
N 0.2949 -0.2020 -0.8164
C 0.9708 0.8264 -0.6688
N 1.6044 1.8411 -0.4750
O -0.2748 0.6930 1.2517
H -1.2107 -1.9528 -0.1719
H -1.7137 -1.3631 1.3959
H 2.0172 1.5586 -1.4378
*
```

---

Entry 3:
C34H34N11O5Rb | wB97M-V/def2-TZVPD

Calculated values
Orbital gap ... 5.27 eV
Energy ... -2318.8556 hartree
Relative energy (zero: lowest compared OMol25 entry of this formula, charge and spin) ... 28.0 kcal/mol
Maximum force ... 0.64 eV/A

The geometry in ORCA input format:
```
! RIJCOSX wB97M-V def2-TZVPD def2/J DEFGRID3
* xyz -2 1
Rb -0.2138 -0.7623 -0.2449
O 1.9562 3.4252 1.3616
C 1.8092 2.2001 1.5861
N 0.8605 1.5433 2.2115
C -0.1186 2.3097 2.8874
C 0.2939 3.1851 3.8915
C -0.6046 3.9051 4.6597
C -1.9620 3.7459 4.4142
C -2.3932 2.8812 3.4235
C -1.4977 2.1456 2.6223
N -1.8995 1.3637 1.5333
C -3.1089 0.8231 1.5467
O -3.9725 0.7219 2.4439
C -3.5370 0.2480 0.2090
C -4.0745 1.0956 -0.7629
C -4.5551 0.5489 -1.9361
C -4.4544 -0.8237 -2.1248
C -3.8657 -1.5768 -1.1224
N -3.4352 -1.0669 0.0292
C 2.8969 1.3075 1.0240
C 4.0276 0.9792 1.7705
C 5.0079 0.1974 1.1907
C 4.8420 -0.2298 -0.1191
C 3.6878 0.1457 -0.7866
N 2.7386 0.8922 -0.2315
H 1.3612 3.3025 4.0407
H -0.2497 4.5833 5.4292
H -2.6948 4.2903 5.0023
H -3.4487 2.7440 3.2527
H -4.0961 2.1617 -0.5767
H -4.9758 1.1817 -2.7102
H -4.7832 -1.2972 -3.0411
H -3.7036 -2.6417 -1.2539
H 4.1119 1.3406 2.7877
H 5.8963 -0.0778 1.7505
H 5.5775 -0.8511 -0.6140
H 3.4962 -0.1625 -1.8091
O -0.9965 -5.0951 -2.5074
C -0.8267 -4.0805 -1.7803
N -0.8317 -2.8129 -2.1091
C -1.1150 -2.5897 -3.4958
C -1.4266 -1.1475 -3.8366
C -1.8891 -0.8572 -5.1263
C -2.1721 0.4455 -5.4765
C -1.9909 1.4450 -4.5293
C -1.5382 1.0686 -3.2782
N -1.2622 -0.1872 -2.9315
C -0.5271 -4.3503 -0.3065
C 0.1071 -5.5442 0.0406
C 0.4165 -5.7760 1.3657
C 0.0562 -4.8307 2.3168
C -0.6021 -3.6910 1.8845
N -0.8774 -3.4469 0.6064
H -1.9585 -3.2039 -3.8536
H -0.2736 -2.8950 -4.1437
H -2.0181 -1.6687 -5.8327
H -2.5300 0.6822 -6.4728
H -2.1892 2.4861 -4.7471
H -1.3899 1.8129 -2.5025
H 0.3306 -6.2484 -0.7482
H 0.9340 -6.6836 1.6601
H 0.2854 -4.9621 3.3667
H -0.9143 -2.9269 2.5901
C 1.9788 -0.9438 4.5434
N 1.6194 -1.0020 3.1522
C 2.2227 -1.8142 2.2552
N 3.1325 -2.7506 2.7580
O 1.9753 -1.7638 1.0597
H 1.3284 -0.2186 5.0291
H 3.0148 -0.6111 4.7101
H 1.8424 -1.9127 5.0312
H 1.2049 -0.1367 2.7430
H 3.7156 -2.4278 3.5153
H 3.6558 -3.1544 1.9958
C 0.8520 4.1976 -1.5546
N 1.1456 2.8479 -1.9825
C 1.6040 2.5013 -3.2023
N 1.5861 3.5291 -4.1542
O 1.9731 1.3786 -3.5146
H 0.6310 4.1684 -0.4894
H 0.0012 4.6183 -2.0992
H 1.7179 4.8614 -1.6691
H 1.2120 2.1488 -1.2537
H 1.7043 4.4706 -3.8160
H 2.1624 3.2925 -4.9452
*
```

---

Entry 4:
C3H11NOS2 | wB97M-V/def2-TZVPD

Calculated values
Orbital gap ... 9.37 eV
Energy ... -1047.2606 hartree
Relative energy (zero: lowest compared OMol25 entry of this formula, charge and spin) ... 4.2 kcal/mol
Structure (SMILES) ... C[C@H](N)CSS.O
Maximum force ... 1.57 eV/A

The geometry in ORCA input format:
```
! RIJCOSX wB97M-V def2-TZVPD def2/J DEFGRID3
* xyz 0 1
C -0.3344 -1.6947 1.9150
C 0.2634 -0.8702 0.8011
N 0.3097 0.5472 1.2165
C -0.3311 -1.0755 -0.5936
S 0.3921 0.1114 -1.7908
S -0.0422 -0.9118 -3.5467
H -1.4190 -1.5966 2.0199
H 0.1364 -1.3828 2.8409
H -0.2086 -2.7608 1.6967
H 1.3068 -1.1616 0.6014
H 1.0664 1.0429 0.7663
H -0.5132 1.0321 0.8776
H -1.4195 -0.9362 -0.5867
H -0.1298 -2.0768 -0.9598
H -0.9844 -0.1368 -4.0531
O 0.4084 3.6460 -0.3770
H 1.3574 3.6737 -0.2926
H 0.1415 4.5505 -0.5351
*
```